No. 1
Entry from the Open Molecules 2025 dataset: a cluster of 2 separate species, C18H36BClF3O5P in total at a distorted geometry (the ωB97M-V functional and the def2-TZVPD basis).

Calculated values
- total charge = -2
- max |F| (eV Å⁻¹) = 1.997
- highest occupied orbital energy (eV) = 1.606
- molar mass (g mol⁻¹) = 466.714

Element x y z (Å)
C: 4.66927 1.35171 0.75988
C: 4.19688 1.97498 -0.57253
C: 3.20685 1.04589 -1.30311
C: 2.05101 1.78635 -2.03162
O: 0.76864 1.67885 -1.49923
P: -0.10178 0.11553 -1.28035
C: -1.60364 1.02722 -1.85481
C: -2.01069 2.18386 -0.91682
C: -3.49326 2.53140 -1.06036
O: -3.97753 3.20581 0.09146
C: -4.79326 2.41826 0.92918
C: 0.42613 0.04169 0.48567
C: 0.78092 1.38643 1.16676
C: 0.66125 1.30855 2.66102
F: -0.60073 1.36410 3.14950
C: 1.67604 1.25832 3.54161
F: 2.60289 0.33922 3.59004
F: 1.87564 2.15122 4.51342
C: -1.02455 -1.58113 -1.15594
C: -1.89882 -1.94043 0.01772
C: -2.64309 -3.26776 -0.20491
Cl: -3.11648 -0.71320 0.55836
B: 0.83633 -0.76730 -2.73764
C: 0.44860 -0.54836 -4.24692
O: 1.86341 -1.63161 -2.49433
H: 3.88763 0.72793 1.19357
H: 4.91298 2.11550 1.49906
H: 5.53944 0.71044 0.62284
H: 3.73184 2.93299 -0.34356
H: 5.08616 2.07633 -1.19283
H: 2.85088 0.23850 -0.66926
H: 3.77074 0.56022 -2.10469
H: 2.32142 2.84673 -1.90698
H: 2.13304 1.68052 -3.12505
H: -1.30528 1.49054 -2.79607
H: -2.44584 0.35357 -1.97588
H: -1.89990 1.85040 0.11563
H: -1.39216 3.05759 -1.10547
H: -3.63098 3.21663 -1.90254
H: -4.04706 1.60734 -1.24217
H: -4.20514 1.82778 1.63591
H: -5.46648 1.77178 0.36057
H: -5.41612 3.09477 1.51773
H: 1.27734 -0.64222 0.55553
H: -0.33298 -0.40079 1.12549
H: 1.81179 1.67389 0.98788
H: 0.06574 2.16016 0.89818
H: -1.57873 -1.74165 -2.09550
H: -0.26187 -2.36900 -1.15742
H: -1.22992 -2.14702 0.86396
H: -3.66859 -3.10883 -0.53551
H: -2.07740 -3.83888 -0.94131
H: -2.59769 -3.84938 0.71536
H: -0.09939 0.38533 -4.38136
H: 1.33385 -0.50459 -4.88353
H: -0.19520 -1.36573 -4.57962
H: 1.95062 -1.86296 -1.55833
O: 0.60152 -3.68634 1.54420
C: 0.72970 -3.87656 2.89650
C: -0.62689 -3.94321 3.69072
O: -0.52737 -4.11981 5.02774
H: 1.31482 -3.08233 3.43282
H: 1.26133 -4.82015 3.18579
H: -1.21166 -4.74746 3.14819
H: -1.16420 -2.99164 3.37338

Atoms 1-3, force components in eV/Å:
C -0.1 0.1 -0.1
C -0.1 -1.1 0.9
C 0.2 0.1 -1.2

No. 2
Entry from the Open Molecules 2025 dataset: a cluster of 9 separate species, C18H36Br18 in total at a distorted geometry (the ωB97M-V functional and the def2-TZVPD basis).

Calculated values
- ΔE to the lowest compared entry with this formula, charge and spin (kcal/mol) = 41.0
- max |F| (eV Å⁻¹) = 1.804
- highest occupied orbital energy (eV) = -9.895
- molar mass (g mol⁻¹) = 1690.758

Element x y z (Å)
Br: 0.23792 0.90106 6.68623
C: 1.17238 1.24283 5.01403
C: 2.17174 0.13830 4.66530
Br: 2.98379 0.66058 2.86351
H: 1.76563 2.15089 5.12171
H: 0.50487 1.39788 4.16638
H: 1.64196 -0.81146 4.59185
H: 2.90609 0.03965 5.46473
Br: 0.42294 3.73816 1.39658
C: -0.20070 4.50940 3.10370
C: 0.37976 5.92002 3.34369
Br: -0.39849 6.82153 4.89401
H: 0.07745 3.89903 3.96288
H: -1.29065 4.50279 3.11155
H: 0.21655 6.54025 2.46232
H: 1.46090 5.84315 3.45911
Br: -0.47084 3.81503 -6.38725
C: -0.08859 2.14712 -7.28878
C: -0.10173 0.97802 -6.27266
Br: 0.82975 -0.60817 -7.03796
H: 0.94111 2.32919 -7.59645
H: -0.61893 2.08050 -8.23873
H: -1.10652 0.61998 -6.04834
H: 0.35552 1.24943 -5.32116
Br: 3.06958 0.75778 -5.08835
C: 3.07302 2.38399 -4.03794
C: 3.18153 1.95161 -2.65297
Br: 3.43737 3.47858 -1.39297
H: 2.10055 2.87003 -4.11645
H: 3.84410 3.02189 -4.46992
H: 4.02373 1.27335 -2.51601
H: 2.24089 1.46056 -2.40367
Br: 0.96967 -4.21156 -3.75259
C: 1.16129 -2.68504 -2.44718
C: 2.68067 -2.45741 -2.03818
Br: 2.90583 -1.18391 -0.47517
H: 0.55853 -2.97546 -1.58671
H: 0.70267 -1.80795 -2.90378
H: 3.24315 -1.96628 -2.83222
H: 3.08969 -3.43223 -1.77261
Br: -5.17273 0.99941 1.84030
C: -4.47038 1.56976 3.63308
C: -3.02325 1.83694 3.48187
Br: -2.30223 2.60284 5.21618
H: -4.60536 0.70244 4.27933
H: -5.02373 2.44191 3.98133
H: -2.85598 2.53525 2.66183
H: -2.59297 0.85479 3.28606
Br: -2.75359 -4.63715 -1.12191
C: -3.77736 -4.19830 0.46587
C: -3.67023 -2.70039 0.88977
Br: -4.18228 -1.41137 -0.58396
H: -3.42048 -4.85472 1.25950
H: -4.81703 -4.43958 0.24459
H: -2.60164 -2.54493 1.03824
H: -4.16311 -2.41345 1.81866
Br: -0.73958 -0.08637 1.89899
C: -0.61423 -0.32354 -0.08945
C: -0.23035 1.00455 -0.74818
Br: -0.31622 0.88987 -2.74943
H: -1.59211 -0.59119 -0.48970
H: 0.02542 -1.19049 -0.25491
H: 0.73451 1.35189 -0.37871
H: -1.05018 1.68166 -0.50842
Br: 0.32300 -3.61043 1.10549
C: 0.38347 -5.52756 0.42373
C: 1.83501 -6.04921 0.63228
Br: 2.15049 -6.54899 2.54323
H: 0.12682 -5.43026 -0.63114
H: -0.31171 -6.23104 0.88193
H: 2.62380 -5.35128 0.35155
H: 2.01008 -6.91417 -0.00748

Atoms 1-3, force components in eV/Å:
Br 0.5 -0.2 -0.3
C 1.1 0.2 -0.7
C -0.8 0.2 -0.1

- Which of these has the highest max |F|?
  C18H36BClF3O5P